# C2H9N2

A gas-phase ion, C2H9N2 (charge +1) (the ωB97M-V functional and the def2-TZVPD basis, the Open Molecules 2025 dataset).

Each atom is followed by the atoms it is bonded to, with distances in Å.
CARTESIAN COORDINATES (ANGSTROEM)
1 N -0.753 0.959 -0.939  C3 1.454, H5 1.016, H9 1.017
2 N 0.955 0.257 1.117  C4 1.493, H8 1.021, H10 1.034, H11 1.021
3 C -0.242 -0.402 -0.919  N1 1.454, C4 1.522, H6 1.086, H7 1.090
4 C -0.017 -0.724 0.551  N2 1.493, C3 1.522, H12 1.084, H13 1.096
5 H -1.736 0.966 -0.684  N1 1.016
6 H 0.666 -0.480 -1.510  C3 1.086
7 H -0.929 -1.165 -1.285  C3 1.090
8 H 0.875 0.307 2.134  N2 1.021
9 H -0.732 1.382 -1.863  N1 1.017
10 H 0.688 1.183 0.744  N2 1.034
11 H 1.919 0.049 0.852  N2 1.021
12 H 0.297 -1.740 0.763  C4 1.084
13 H -0.990 -0.593 1.039  C4 1.096

Calculated values
Energy relative to the best compared isomer or geometry (same formula, charge and spin), kJ/mol: 19.9
Charge: +1
Largest force on an atom, eV/A: 0.7
HOMO energy, hartree: -0.53453
Frontier orbital gap, eV: 10.997
Structure (SMILES): NCC[NH3+]

Here are the Mulliken charges for atoms 1 to 4, given in e: -0.59 -0.29 -0.43 -0.65